[1]
DFT (ωB97M-V/def2-TZVPD) results for C20H30O15 as an isolated structure.

Output
Energy above the lowest of the compared OMol25 structures with the same formula, charge and spin (kcal per mole): 421.6

```
! RIJCOSX wB97M-V def2-TZVPD def2/J DEFGRID3
* xyz 0 1
C -3.829 23.356 1.374
C -3.862 24.712 -1.763
H -2.218 29.662 -6.938
H -2.398 32.042 -7.669
C -1.427 32.062 -8.165
H -2.661 25.220 -7.170
O -5.188 26.120 -10.070
C -1.937 25.916 -6.746
H -1.196 27.957 -8.307
H -1.529 26.138 -4.628
C -5.949 26.634 -9.032
H -6.382 26.429 -6.287
H -5.517 27.571 -8.681
H -4.913 27.272 -6.684
H -2.781 27.382 -8.497
C -3.947 23.260 -0.095
C -5.184 23.244 -0.875
C -1.456 29.634 -7.717
H -2.266 25.638 -10.869
C -1.789 27.299 -8.942
O -1.987 27.296 -7.124
C -0.632 30.843 -8.160
C -1.516 25.129 -10.263
H -2.777 23.459 1.638
O -0.585 33.003 -7.532
O -3.202 24.290 -0.688
C 0.682 25.762 -10.601
H -6.431 24.835 -7.880
O -3.444 25.625 -2.504
H -5.364 22.437 -1.587
C -2.546 28.044 -6.113
H -4.207 24.358 1.578
O 1.439 32.889 -6.651
O -0.326 24.926 -11.043
H -1.882 24.205 -9.817
C -5.341 26.276 -6.570
O 1.751 25.952 -11.148
C -5.632 25.576 -7.870
C -3.195 24.918 -4.723
O 0.339 31.028 -7.106
H -4.730 25.565 -6.014
H -1.896 29.196 -8.613
H -6.067 23.328 -0.242
H -3.972 24.491 -5.356
O -3.580 24.597 -10.509
H -0.941 25.482 -6.828
O 0.251 26.491 -9.556
H -2.632 23.991 -4.832
O -2.470 29.268 -6.004
H -7.031 26.766 -9.048
O -5.141 24.329 -1.727
H -1.648 32.375 -9.185
H -3.588 25.029 -3.712
C -4.365 25.140 -9.683
C 0.459 32.382 -7.050
O -4.432 25.005 -8.326
H -4.371 22.594 1.935
O -2.973 27.309 -5.146
H -0.932 25.508 -8.162
H -0.781 28.809 -7.488
H -1.944 27.926 -9.820
C -0.970 26.016 -9.125
H -0.185 30.694 -9.143
C -2.401 26.056 -5.277
H -3.300 22.445 -0.417
*
```

Löwdin population analysis, charges in e, atoms 1 to 8: C -0.0015; C -0.4652; H -0.1517; H 0.1382; C -0.1143; H 0.1354; O 0.0907; C -0.0506

---

[2]
DFT (ωB97M-V/def2-TZVPD) results for a 6-piece molecular cluster, C47H75Br2ClF4NO20S2 overall.

```
! RIJCOSX wB97M-V def2-TZVPD def2/J DEFGRID3
* xyz 1 1
C 7.683 0.742 2.585
H 2.178 0.569 0.685
O -4.309 1.641 -5.458
H -3.352 8.102 -3.968
C -5.454 5.912 -0.829
H 3.112 0.812 6.177
C -4.215 -1.101 -3.067
C 9.679 2.539 -0.945
C 0.721 1.052 2.001
C -2.273 1.173 1.696
H 1.796 -4.177 2.963
H 1.749 -3.954 4.656
H -2.821 -0.054 3.341
H 2.410 4.819 -1.426
C -1.892 0.371 2.946
Cl 4.582 -2.256 -2.921
H 3.723 2.489 2.351
O 2.303 -3.981 -2.548
H -3.522 -4.797 1.510
H -4.655 -1.085 -2.071
H -2.032 0.639 0.781
H 2.928 -0.848 -0.178
H 0.489 -0.917 -0.849
H 2.610 -2.051 4.115
H 9.005 3.167 -1.530
C 2.244 0.909 1.717
H -5.849 -0.128 -4.063
H -1.035 -1.463 3.584
C -2.220 -8.227 -2.297
C 2.394 0.542 4.095
H -2.225 5.325 -3.478
C 2.392 3.880 -1.975
H -2.583 -8.656 -1.364
H -5.076 4.290 -2.183
H 2.494 1.625 4.001
H -4.418 -2.070 -3.522
H -5.265 6.186 0.211
C -4.467 2.226 -4.252
H 6.233 0.255 1.061
F -0.875 -3.685 4.832
C 3.223 0.139 5.299
H -6.530 5.897 -0.998
O -4.068 2.589 -0.303
F -1.409 1.173 3.990
S 2.610 -2.753 -3.227
H 2.025 1.776 -1.673
H -1.719 2.112 1.742
H -2.109 -9.025 -3.030
S 3.802 2.328 -0.087
H 2.825 -2.843 1.712
H 2.396 -0.506 -2.427
H -2.988 0.088 -5.159
N 1.639 -1.288 2.436
C 2.362 -1.769 -0.058
H -4.140 -7.620 -3.039
O -4.870 -2.558 2.226
H -1.237 -7.798 -2.093
H -5.011 6.691 -1.449
C 2.300 2.653 -1.082
H 6.041 1.889 1.784
O 4.002 -0.810 5.383
O -3.410 4.597 -1.020
C -0.121 -4.194 3.809
C 0.685 6.472 -3.837
O 2.402 -2.706 -4.652
H -5.644 -4.369 2.817
H 4.303 -1.558 2.748
H 8.828 0.500 0.769
H -2.124 8.687 -2.830
C -3.011 3.362 -0.659
O -4.064 -4.001 -1.935
O -4.590 1.296 -3.276
C 0.380 -0.460 2.128
C 6.283 0.844 1.981
C -4.847 4.570 -1.155
H -2.091 9.227 -4.499
H 10.703 2.636 -1.293
C 1.287 -3.593 3.729
C 8.786 1.170 1.634
H 0.248 -0.666 1.065
C 1.197 -1.720 -1.074
H -6.119 2.943 -0.465
H -1.541 -1.428 1.931
C -4.776 0.015 -3.912
H -2.875 -6.773 -4.925
Br -1.066 -4.255 2.112
C 3.023 2.227 1.562
C 1.991 -2.244 1.349
C -4.494 -4.662 1.027
H 1.473 2.827 -0.388
O 1.870 6.389 -3.888
C -1.448 6.053 -3.254
C -6.700 -3.430 1.181
H -6.540 -3.188 0.127
C -5.429 -3.845 1.881
H 7.900 -0.283 2.903
H -1.588 -6.134 -3.879
O -3.398 -6.149 -1.804
O -0.146 5.472 -3.433
O -3.372 -5.107 -3.770
C -1.415 7.208 -4.224
O 8.568 2.543 1.291
C -5.910 -1.690 2.356
H 0.652 -2.664 -1.087
H 0.908 -1.133 -3.120
F 0.602 -5.740 5.515
C 5.243 0.330 3.019
H -3.318 1.452 1.769
C 9.593 3.033 0.488
H -1.630 6.873 -5.243
H 4.284 -0.558 1.323
H 0.409 1.722 2.792
O -1.873 3.001 -0.648
C 4.117 -0.534 2.397
H 9.368 1.499 -1.044
C -2.658 -6.342 -3.951
H 1.361 0.423 4.447
O 10.371 3.890 0.929
H 9.741 1.074 2.165
C 1.747 -1.382 -2.469
H 3.018 -2.546 -0.463
O -4.492 3.403 -4.065
C -3.172 -7.172 -2.800
C -4.068 0.244 -5.227
Br -1.546 -6.750 4.264
O -7.050 -2.230 1.881
H 0.290 1.325 1.040
O -0.024 7.576 -4.169
H -7.497 -4.165 1.265
C -3.652 -4.993 -2.456
O -5.826 -0.598 2.824
H -5.281 3.805 0.843
H 1.110 -2.876 1.221
C -5.206 3.466 -0.193
H 1.466 3.899 -2.555
C 1.587 -2.092 3.741
H 4.893 1.172 3.615
H -1.544 6.371 -2.213
C 2.655 -0.177 2.762
F 0.976 -6.328 3.379
H 2.276 3.026 1.550
H -4.467 -0.355 -6.042
C -2.302 8.371 -3.859
H 3.192 3.836 -2.714
H 0.906 -1.628 4.449
H 7.724 1.370 3.480
H -3.136 -0.988 -2.944
C -1.007 -0.847 2.683
H -4.927 -5.646 0.850
C 0.140 -5.704 4.243
H 5.805 -0.298 3.711
H -4.300 -4.178 0.059
*
```

Löwdin population analysis, charges in e, atoms 1 to 8: C -0.1769; H 0.0826; O 0.0780; H 0.0885; C -0.0097; H 0.1419; C -0.0221; C 0.0191

---

Computed values of Kohn-Sham gap (unit: eV) for the preceding records, in sequence: 7.29; 8.78.